# C2H3Cl3O6Pd

A structure of composition C2H3Cl3O6Pd (ωB97M-V with the def2-TZVPD basis set, the OMol25 dataset).

## Properties
Frontier orbital gap   7.6282 eV
Energy above the lowest of the compared OMol25 structures with the same formula, charge and spin   55.7 kJ/mol
Net charge   0
HOMO   -0.3807 Eh

Geometry (Å):
Pd -0.21 -0.19 -0.42
Cl 1.48 -2.13 0.43
C 1.78 -1.29 1.97
Cl 0.43 -0.21 2.35
H 2.68 -0.70 1.86
H 1.87 -2.04 2.75
O -3.90 -1.50 -0.46
C -2.84 -0.94 -0.57
O -1.68 -1.40 -0.14
H -2.75 0.08 -1.02
O 1.41 1.01 -0.72
Cl 0.62 2.14 -1.36
O -0.39 1.39 -2.14
O 1.48 2.88 -2.19
O 0.01 2.89 -0.34

Atom-resolved charges from natural (NBO), all expressed in e: 1.059, 0.027, -0.392, 0.028, 0.240, 0.242, -0.569, 0.621, -0.666, 0.081, -0.835, 2.506, -0.833, -0.737, -0.773


# C5H10O

An isolated molecule of C5H10O in a non-equilibrium geometry (ωB97M-V with the def2-TZVPD basis set, the OMol25 dataset).

## Properties
Frontier orbital gap   10.0102 eV
Energy above the lowest of the compared OMol25 structures with the same formula, charge and spin   419.1 kJ/mol
Net charge   0
HOMO   -0.3263 Eh

Geometry (Å):
C 1.76 -0.08 -0.01
C 0.51 0.75 -0.19
C -0.45 0.28 -1.23
C -1.52 -0.43 -0.38
O -0.87 -1.21 0.61
C -0.52 -0.10 1.41
H 2.41 -0.17 -0.89
H 2.37 0.32 0.80
H 1.44 -1.10 0.25
H 0.70 1.84 -0.18
H -0.94 1.08 -1.81
H 0.00 -0.43 -1.93
H -2.21 -1.08 -0.96
H -1.65 0.50 0.38
H -1.39 0.02 2.13
H 0.37 -0.17 1.99

Atom-resolved charges from natural (NBO), all expressed in e: -0.664, -0.136, -0.495, -0.077, -0.547, -0.165, 0.219, 0.210, 0.227, 0.205, 0.217, 0.213, 0.197, 0.213, 0.206, 0.177


# C16H40O6Zr

A structure of composition C16H40O6Zr in a non-equilibrium geometry (ωB97M-V with the def2-TZVPD basis set, the OMol25 dataset).

## Properties
Frontier orbital gap (spin up / spin down)   8.8422 / 4.4812 eV
<S²>   0.7657
Energy above the lowest of the compared OMol25 structures with the same formula, charge and spin   203.4 kJ/mol
Multiplicity   2
Net charge   +1
HOMO (spin up / spin down)   -0.4284 / -0.4281 Eh

Geometry (Å):
Zr -0.07 0.16 0.03
C -3.13 2.49 -2.40
C -2.46 1.12 -2.37
C -2.29 0.32 -3.71
O -1.33 1.03 -1.56
H -2.67 3.09 -3.19
H -2.88 3.12 -1.54
H -4.20 2.34 -2.50
H -3.13 0.47 -1.81
H -2.26 -0.77 -3.65
H -1.44 0.57 -4.33
H -3.08 0.58 -4.41
C -1.32 4.03 1.39
C -0.01 3.34 1.70
C 0.31 3.43 3.21
O 0.14 2.11 1.04
H -1.60 3.91 0.34
H -1.48 5.03 1.80
H -2.06 3.36 1.82
H 0.60 4.10 1.21
H -0.30 2.72 3.77
H 0.03 4.37 3.69
H 1.35 3.20 3.42
C 2.35 -1.91 3.43
C 2.41 -0.92 2.19
C 3.43 -1.54 1.16
O 1.17 -0.74 1.60
H 2.57 -2.94 3.14
H 1.38 -1.93 3.93
H 3.15 -1.82 4.17
H 2.76 0.06 2.53
H 4.45 -1.60 1.54
H 3.58 -1.03 0.21
H 3.04 -2.55 0.99
C 1.56 -3.39 -1.82
C 0.00 -3.06 -1.74
C -0.94 -4.17 -1.12
O -0.16 -1.79 -1.04
H 1.76 -4.38 -2.23
H 1.91 -3.34 -0.79
H 2.08 -2.63 -2.39
H -0.31 -3.15 -2.78
H -1.05 -4.96 -1.86
H -1.91 -3.73 -0.91
H -0.54 -4.78 -0.32
C 1.74 1.61 -3.46
C 2.05 0.35 -2.58
O 1.67 0.76 -1.24
H 2.18 2.52 -3.04
H 0.70 1.88 -3.29
H 1.89 1.41 -4.52
H 3.11 0.10 -2.59
H 1.44 -0.48 -2.94
H 2.44 1.33 -1.12
C -1.60 -0.46 3.57
C -1.90 -1.30 2.40
O -1.79 -0.48 1.28
H -2.50 0.15 3.68
H -0.71 0.17 3.59
H -1.55 -1.10 4.45
H -2.80 -1.91 2.45
H -1.06 -1.99 2.38
H -2.73 -0.36 1.13

Atom-resolved charges from natural (NBO), all expressed in e: 2.452, -0.633, 0.122, -0.641, -0.848, 0.213, 0.230, 0.226, 0.134, 0.205, 0.207, 0.227, -0.625, 0.118, -0.632, -0.874, 0.212, 0.226, 0.185, 0.153, 0.197, 0.225, 0.213, -0.643, 0.116, -0.626, -0.849, 0.205, 0.214, 0.228, 0.176, 0.226, 0.195, 0.200, -0.609, 0.057, -0.639, -0.465, 0.243, 0.226, 0.217, 0.261, 0.230, 0.229, 0.232, -0.649, -0.075, -0.756, 0.218, 0.239, 0.236, 0.195, 0.202, 0.532, -0.637, -0.094, -0.744, 0.205, 0.249, 0.229, 0.204, 0.202, 0.530


# C15H31FN3O3

A cluster of 4 separate species, C15H31FN3O3 in total in a non-equilibrium geometry (ωB97M-V with the def2-TZVPD basis set, the OMol25 dataset).

## Properties
Frontier orbital gap   7.0513 eV
Net charge   +1
HOMO   -0.4348 Eh

Geometry (Å):
C 2.38 3.14 1.08
C 1.96 1.70 0.49
C 0.45 1.82 0.08
F 0.19 2.61 -1.07
N -0.19 0.49 -0.17
C -1.53 0.45 -0.04
N -2.32 0.09 1.13
C -3.02 1.40 1.38
C -3.40 1.74 -0.14
N -2.56 0.81 -0.97
H 2.94 3.05 2.04
H 1.43 3.70 1.30
H 2.92 3.74 0.30
H 2.17 0.88 1.22
H 2.56 1.57 -0.46
H -0.16 2.29 0.91
H 0.38 -0.33 -0.36
H -1.60 0.01 1.86
H -2.32 2.23 1.69
H -3.85 1.38 2.13
H -3.15 2.82 -0.25
H -4.51 1.63 -0.21
H -2.25 1.26 -1.84
C 4.57 2.56 -4.70
C 3.62 2.45 -3.54
O 3.84 3.00 -2.48
C 2.36 1.64 -3.75
H 5.42 3.17 -4.41
H 4.93 1.57 -4.98
H 4.07 3.04 -5.55
H 2.62 0.61 -3.99
H 1.77 2.08 -4.55
H 1.78 1.65 -2.83
C -2.90 -5.20 -1.33
C -3.00 -3.71 -1.56
O -3.54 -3.26 -2.54
C -2.39 -2.81 -0.53
H -3.39 -5.72 -2.16
H -1.86 -5.50 -1.29
H -3.41 -5.46 -0.40
H -1.31 -3.00 -0.45
H -2.87 -2.96 0.44
H -2.53 -1.77 -0.82
C 1.00 -2.81 3.15
C 0.41 -1.59 3.81
O 0.08 -0.62 3.15
C 0.23 -1.63 5.30
H 1.07 -2.64 2.07
H 2.00 -2.99 3.54
H 0.37 -3.68 3.33
H 1.20 -1.76 5.78
H -0.44 -2.45 5.57
H -0.21 -0.69 5.64

Atom-resolved charges from natural (NBO), all expressed in e: -0.612, -0.467, 0.379, -0.363, -0.751, 0.843, -0.578, -0.230, -0.255, -0.524, 0.232, 0.199, 0.252, 0.244, 0.254, 0.164, 0.460, 0.418, 0.188, 0.249, 0.226, 0.239, 0.425, -0.723, 0.601, -0.558, -0.723, 0.243, 0.235, 0.237, 0.231, 0.238, 0.219, -0.722, 0.590, -0.529, -0.720, 0.247, 0.230, 0.233, 0.217, 0.237, 0.217, -0.722, 0.630, -0.618, -0.726, 0.222, 0.248, 0.244, 0.246, 0.244, 0.240